Record 1
Here is a single C26H36N4O2 molecule from OMol25. Energies are from the ωB97M-V functional and the def2-TZVPD basis.

As for the SMILES: CCN(CC)[C@H]1CCN(C(=O)c2ccc(OC3CCN(Cc4ccccn4)CC3)cc2)C1. As for the HOMO energy: -8.06 eV. As for the multiplicity: 1. As for the LUMO energy: 0.752 eV. The energy relative to the best compared isomer or geometry (same formula, charge and spin) is 74.9 kcal/mol.

XYZ file:
```
68
Properties=species:S:1:pos:R:3:forces:R:3
C -6.420883 -3.440345 0.106755 0.2956 0.0865 -0.1114
H -6.638755 -4.494571 -0.044299 -0.0920 -0.1224 0.0096
H -7.247810 -2.856617 -0.288673 -0.1348 0.0444 -0.0190
H -6.347572 -3.256973 1.176192 -0.0508 0.0082 0.1340
C -5.109429 -3.079058 -0.601801 -0.1712 -0.0310 0.0491
N -4.639640 -1.723369 -0.426551 0.0716 -0.1334 -0.0831
C -5.463060 -0.683900 -0.994157 0.0616 0.1276 -0.0880
C -6.585044 -0.104456 -0.087199 0.0680 0.0963 -0.1319
C -6.329612 1.406258 -0.043629 -0.3566 0.1899 0.2344
N -4.924938 1.551847 -0.365478 -0.1722 0.0474 0.0189
C -4.074200 2.159745 0.498201 0.0039 0.1574 -0.0776
O -4.471679 2.742743 1.493028 0.0818 0.0205 0.2760
C -2.625777 2.089977 0.152348 0.2146 0.0641 0.1847
C -2.137941 2.396178 -1.115678 0.0474 -0.0391 0.1846
C -0.787543 2.326368 -1.376276 0.2073 -0.0434 0.0108
C 0.115456 1.938828 -0.381452 -0.2650 0.0406 -0.1000
C -0.369020 1.659704 0.893302 0.3628 -0.0186 0.0055
C -1.724213 1.751034 1.151773 -0.2532 0.0690 -0.1851
H -2.097137 1.546572 2.144182 -0.0409 -0.0026 0.1032
H 0.294506 1.378278 1.695490 0.0922 -0.0425 0.0393
O 1.415844 1.891837 -0.767503 -0.1261 0.1241 -0.1207
C 2.413711 1.430945 0.128125 0.3971 -0.3126 0.0646
C 2.392126 -0.092997 0.269427 -0.0800 0.2355 0.2031
C 3.571051 -0.553084 1.120573 -0.1869 -0.1131 -0.1673
N 4.816183 -0.142769 0.502088 0.0263 -0.0840 0.1320
C 4.891294 1.305006 0.423475 -0.0592 0.1262 -0.2370
C 3.765227 1.843789 -0.450658 -0.2207 0.0668 0.2737
H 3.825074 2.930440 -0.516161 -0.0121 0.0332 -0.0185
H 3.851222 1.432008 -1.456299 0.0132 -0.0019 -0.0658
H 4.830496 1.762422 1.428979 0.0733 -0.0348 -0.0174
H 5.856068 1.575795 -0.010723 -0.0516 0.0719 0.0725
C 5.978386 -0.701150 1.169643 -0.1294 -0.0235 0.0409
C 7.218397 -0.532113 0.334985 -0.0390 -0.0515 -0.1835
N 8.329536 -0.198036 0.975006 -0.1826 0.0207 0.4382
C 9.443873 -0.059834 0.276405 0.3126 0.0178 -0.2284
C 9.512301 -0.237071 -1.095524 -0.0483 -0.0013 0.0065
C 8.347960 -0.580729 -1.767546 0.0142 -0.0051 0.0885
C 7.180874 -0.735293 -1.042409 0.1138 0.0140 0.0428
H 6.247291 -0.997662 -1.513357 -0.1036 -0.0135 -0.0565
H 8.354115 -0.727460 -2.838370 -0.0055 -0.0123 -0.0620
H 10.444946 -0.108230 -1.622401 0.0858 0.0232 -0.0184
H 10.319790 0.211784 0.851552 0.1240 0.0209 -0.0477
H 5.804737 -1.773398 1.310307 -0.0249 0.0534 0.0683
H 6.157749 -0.254283 2.161807 0.0172 -0.0627 -0.0876
H 3.470085 -0.142894 2.143403 0.0388 -0.0626 -0.0033
H 3.562878 -1.643687 1.191791 0.0014 0.0581 0.0775
H 1.454990 -0.429777 0.715415 -0.0188 -0.0180 -0.0136
H 2.473512 -0.529388 -0.727183 -0.0207 -0.0163 -0.0343
H 2.285832 1.905100 1.112468 -0.0074 -0.0274 -0.0947
H -0.395555 2.566694 -2.352033 0.0464 0.0353 -0.1146
H -2.818590 2.707001 -1.894241 -0.0690 -0.0053 -0.1029
C -4.597889 0.551768 -1.351845 0.0512 -0.3100 -0.3025
H -4.868904 0.923692 -2.346260 0.0684 -0.0360 -0.0196
H -3.539786 0.300724 -1.342096 -0.1163 -0.0059 -0.0601
H -6.521124 1.855417 0.931127 -0.0232 -0.0020 -0.1569
H -6.926012 1.925678 -0.801625 -0.0198 -0.0013 0.0666
H -7.576292 -0.326810 -0.477423 -0.0512 -0.0506 0.0546
H -6.507584 -0.530265 0.911956 -0.0166 -0.0331 0.0228
H -5.892553 -1.101882 -1.908393 0.0247 0.0464 0.0263
C -3.997887 -1.449539 0.847431 0.3475 -0.1513 -0.1252
H -4.141431 -0.401907 1.113124 -0.0926 -0.0209 0.0809
H -4.432940 -2.057142 1.653153 -0.0673 0.1382 0.0282
C -2.496177 -1.730471 0.774160 -0.2737 0.0703 0.1156
H -2.027899 -1.098312 0.024048 0.0545 0.0735 -0.0832
H -2.311448 -2.768855 0.511438 0.0466 -0.1292 -0.0262
H -2.033552 -1.527448 1.736775 0.1524 -0.0111 0.1373
H -4.317833 -3.742680 -0.246247 0.0029 -0.0616 -0.0901
H -5.227819 -3.253172 -1.676453 0.0639 -0.0895 0.0432
```
Forces are in eV/Å.

natural (NBO) atomic charge list, values in e, 2 entries: -0.6336 0.2123

Record 2
Here is 17 unconnected molecules or ions with the total composition C34H71B2Br32NO3 from OMol25. Energies are from the ωB97M-V functional and the def2-TZVPD basis.

As for the HOMO energy: -9.49 eV. As for the multiplicity: 1. As for the LUMO energy: 0.169 eV.

XYZ file:
```
143
Properties=species:S:1:pos:R:3:forces:R:3
N -4.824276 0.783486 -3.302146 0.4718 2.0593 1.7089
C -5.165868 -0.268616 -3.838996 -0.4449 -2.1857 -0.4706
C -5.587718 -1.503957 -3.119099 -0.5690 0.7521 0.4674
B -6.115600 -1.264244 -1.646913 0.6255 0.2031 -0.8874
O -5.231097 -0.965840 -0.615336 -0.8571 -0.8594 -0.4434
B -4.667470 -2.074467 -0.047911 0.5527 0.4403 0.3375
O -4.213636 -1.984581 1.238739 0.9298 -0.9719 -0.4318
O -4.535240 -3.285227 -0.717811 1.0870 1.1274 -0.3924
H -4.606059 1.425584 -4.039849 0.3132 0.9026 -0.2185
H -5.153864 -0.338921 -4.903052 -0.0878 -0.3199 -1.1067
H -4.788060 -2.210471 -3.162830 0.7973 -0.5622 0.1589
H -6.369598 -1.921488 -3.716493 -0.7033 -0.4831 -0.4193
H -7.285275 -1.380738 -1.454370 -0.0038 0.0764 0.3264
H -4.898365 -1.679829 1.799980 -0.7586 1.0122 1.0652
H -5.320576 -3.769760 -0.584607 -1.3691 -1.5180 0.1271
Br -7.929903 2.664666 -2.469943 -0.1300 0.0236 0.0214
C -7.241683 3.106418 -0.703443 0.1024 -0.0727 -0.2686
C -6.570844 1.922005 -0.060831 -0.3099 0.1152 0.0416
Br -7.872587 0.641892 0.618684 -0.0725 0.1442 0.1375
H -8.076639 3.486721 -0.127516 -0.0515 0.0035 0.0699
H -6.524558 3.908525 -0.870163 0.0448 -0.1862 0.0000
H -5.999541 2.231302 0.807970 -0.1586 0.0094 -0.0158
H -5.922058 1.380329 -0.740603 0.0584 0.0806 -0.0468
Br -3.628814 1.183477 1.182313 0.5478 0.0130 0.1813
C -3.445787 3.113392 1.367310 -0.0756 -0.4092 -0.2538
C -2.378390 3.688400 0.475093 0.1301 0.0452 0.1494
Br -0.585936 3.368586 1.166660 -0.0635 -0.0459 -0.0846
H -3.267579 3.309481 2.414347 0.0770 0.0398 0.0918
H -4.416588 3.510797 1.086290 -0.0101 0.1633 -0.0262
H -2.473208 4.770347 0.434357 -0.0462 0.0322 -0.0038
H -2.402541 3.286185 -0.530991 -0.0809 -0.0748 -0.0641
Br 2.471838 5.683860 -0.385036 -0.0807 0.0036 0.0091
C 3.302864 5.905705 1.362252 0.0577 -0.0080 -0.2037
C 3.993175 4.647336 1.810829 -0.1261 0.1088 0.3753
Br 2.720818 3.306890 2.432477 0.0960 -0.0818 -0.0193
H 2.521244 6.227909 2.039802 -0.0587 -0.0498 0.0697
H 4.026556 6.705927 1.238719 0.0778 -0.0052 -0.0019
H 4.634367 4.849539 2.664736 0.0170 0.0529 0.0254
H 4.576704 4.183777 1.028912 0.0447 -0.0218 -0.1028
Br -2.506900 -7.037998 -2.236937 -0.0819 0.0426 0.0494
C -2.792245 -6.163953 -0.516738 0.0899 -0.0852 -0.1565
C -3.632829 -7.002126 0.403551 -0.1315 0.1928 0.0340
Br -5.517400 -6.932769 -0.090266 -0.0062 -0.0459 -0.0113
H -3.235074 -5.194576 -0.725179 -0.0091 0.0062 0.0177
H -1.798452 -6.025674 -0.097544 0.0070 -0.0796 0.1154
H -3.589788 -6.615075 1.417292 0.0428 0.0483 0.0303
H -3.346063 -8.046144 0.406970 0.0014 -0.0417 -0.0156
Br 4.886454 2.457899 -1.020273 0.0622 -0.0939 -0.1845
C 3.126266 1.631590 -0.978718 0.0764 0.2880 0.2997
C 3.212493 0.183386 -0.600957 -0.1145 -0.2070 -0.1928
Br 3.848637 -0.894237 -2.091671 -0.0720 -0.0874 -0.0306
H 2.682331 1.789817 -1.953381 0.0730 -0.0764 -0.0414
H 2.564530 2.188112 -0.230670 -0.0146 -0.0065 0.0288
H 2.227831 -0.207387 -0.358481 -0.0682 0.0352 0.0315
H 3.884502 0.003008 0.229550 0.0429 0.0435 0.0781
Br -3.329146 -10.538517 1.845850 0.0081 0.0528 -0.0021
C -3.597939 -10.369029 3.764972 -0.0891 -0.0494 -0.1801
C -4.093712 -8.996538 4.135984 0.1715 0.0619 0.1525
Br -2.666352 -7.671459 4.086711 -0.0703 0.0178 -0.0479
H -2.655172 -10.625637 4.236338 0.0699 0.0430 0.0242
H -4.341993 -11.119884 4.016059 -0.0637 0.0034 0.0213
H -4.454908 -8.987273 5.160491 -0.0018 -0.0425 0.0470
H -4.874827 -8.638998 3.475512 -0.0468 -0.0197 -0.0729
Br -4.253528 6.004486 2.778928 0.0292 0.1542 0.0665
C -4.048045 7.413838 1.455462 0.0322 -0.0110 0.3224
C -5.380320 7.815122 0.892697 -0.0192 -0.0214 -0.3781
Br -6.002011 6.464135 -0.369278 -0.0519 0.1988 0.1112
H -3.377366 7.036835 0.692573 0.0364 0.0037 -0.0795
H -3.572080 8.238847 1.977516 -0.0431 0.0742 0.0165
H -5.296352 8.735329 0.321367 0.0519 0.0251 -0.0449
H -6.148796 7.930374 1.646628 -0.0193 -0.0458 0.0965
Br 7.097344 6.764204 1.379516 -0.0532 -0.0248 -0.0051
C 7.888904 6.973244 3.148025 0.0807 0.0442 -0.3836
C 8.573916 5.712596 3.597471 -0.1529 -0.0617 0.2694
Br 7.286842 4.373813 4.184712 0.0320 -0.0249 -0.0598
H 7.094213 7.283707 3.812705 -0.0381 -0.1050 -0.0629
H 8.606961 7.781906 3.044676 0.0652 0.0097 0.0303
H 9.199730 5.907571 4.463792 0.0130 0.0927 0.0269
H 9.170339 5.256962 2.816935 0.0106 -0.0071 -0.0962
Br 1.584519 1.911335 -6.033960 -0.0586 0.0544 0.0310
C 1.212227 2.644256 -4.269747 0.2364 -0.1764 -0.1526
C 0.508237 1.643650 -3.394564 -0.3174 0.1231 0.0815
Br -1.372029 1.465702 -3.864119 0.0416 -0.0602 0.0553
H 0.636734 3.549057 -4.419063 -0.0882 0.0542 0.0299
H 2.184142 2.898279 -3.853456 0.0417 0.0152 0.0320
H 0.511363 1.975715 -2.358496 -0.0325 0.0644 0.0207
H 0.941807 0.651900 -3.456625 0.0817 -0.0646 -0.0548
Br -1.947087 -2.915548 -3.112306 0.0774 -0.0231 -0.0799
C -0.660188 -3.660725 -1.862927 -0.2075 0.4154 0.1498
C 0.724404 -3.721649 -2.432242 0.0744 -0.2916 -0.0477
Br 0.849661 -5.196257 -3.690609 0.1677 -0.0143 -0.1850
H -1.030658 -4.638404 -1.591067 0.0308 -0.1086 -0.0268
H -0.694060 -3.006345 -0.994891 0.0462 0.0469 0.0309
H 1.447295 -3.938887 -1.650875 0.0287 -0.0132 0.0477
H 1.024071 -2.823814 -2.956140 -0.0276 0.1279 -0.0605
Br 6.539485 -4.074950 -2.402925 -0.0310 0.0763 -0.0281
C 7.694946 -2.715840 -3.182338 0.0170 -0.3041 0.0426
C 8.579983 -2.079667 -2.145392 -0.0907 0.3101 0.0240
Br 7.589974 -0.811973 -1.051221 0.0793 -0.0284 0.0607
H 7.049123 -2.001196 -3.677633 -0.0321 0.0961 0.0083
H 8.292062 -3.238576 -3.924400 0.0582 -0.0077 -0.0132
H 9.365026 -1.497754 -2.620384 0.0150 0.0062 -0.0709
H 9.024621 -2.800280 -1.470602 0.0006 -0.1086 0.0135
Br 0.816222 -0.275228 3.256319 0.0379 -0.0335 -0.0269
C 1.773699 -1.080416 4.749928 -0.2522 0.1886 -0.0636
C 2.854628 -0.169802 5.264521 0.2600 -0.1224 -0.0478
Br 4.401057 -0.166706 4.084833 -0.0076 0.0668 -0.0179
H 2.155966 -2.032486 4.403809 0.0839 -0.0518 -0.0152
H 1.021487 -1.249588 5.515536 -0.0154 0.0217 0.0523
H 3.225945 -0.517237 6.224749 -0.0265 -0.0604 0.0352
H 2.527180 0.858873 5.355742 -0.0702 0.0643 -0.0272
Br -4.579632 4.776548 -3.520991 0.0541 -0.0072 0.0833
C -5.392105 6.407205 -4.201717 -0.0645 -0.2970 -0.0474
C -4.621828 6.965079 -5.366504 0.0863 0.2772 0.0891
Br -2.992331 7.857873 -4.783071 0.0014 -0.0721 -0.0302
H -5.457065 7.096992 -3.368724 0.0317 0.0727 0.0380
H -6.394107 6.119312 -4.509588 -0.0315 -0.0006 -0.0526
H -5.201439 7.730510 -5.874838 -0.0605 0.0225 0.0081
H -4.326202 6.204779 -6.078348 0.0121 -0.0948 -0.0190
Br 0.542857 -5.842867 -9.941050 0.0673 -0.0031 0.0400
C 0.312835 -5.682719 -8.013468 -0.1778 -0.0825 -0.2056
C -0.192399 -4.321082 -7.625237 0.1828 0.1432 0.2642
Br 1.219086 -2.983650 -7.701199 -0.0598 0.0064 -0.0429
H 1.268213 -5.919359 -7.562281 0.0759 0.0400 0.0563
H -0.412010 -6.447034 -7.747397 -0.0572 0.0024 0.0338
H -0.528120 -4.322346 -6.590596 0.0168 -0.0531 0.0458
H -0.993104 -3.969951 -8.263994 -0.0458 -0.0263 -0.0918
Br -0.690314 -12.904564 2.921430 0.0454 -0.0332 0.0437
C 0.620943 -11.615408 2.289050 -0.0488 -0.2656 -0.0133
C 1.481486 -11.110454 3.413344 -0.0210 0.3029 0.0296
Br 0.522665 -9.820489 4.511573 0.0018 -0.0832 0.0178
H 0.068766 -10.825774 1.791946 -0.0364 0.0812 0.0168
H 1.221625 -12.150555 1.559006 0.0631 -0.0196 -0.0045
H 2.342446 -10.574374 3.023801 0.0179 0.0180 -0.0599
H 1.816840 -11.899901 4.073949 -0.0032 -0.0974 0.0179
Br 7.641941 7.942305 6.310581 0.0797 0.0319 0.2461
C 8.642236 7.127127 7.768484 -0.2657 0.1323 0.0173
C 9.715146 8.046753 8.281009 0.2921 -0.1439 -0.0638
Br 11.240388 8.099629 7.072152 -0.0622 0.0585 -0.0038
H 9.032631 6.188247 7.394946 0.0710 -0.0505 -0.0201
H 7.907365 6.927227 8.542988 -0.0173 0.0184 0.0568
H 10.108852 7.683035 9.225785 -0.0160 -0.0564 0.0390
H 9.373011 9.066799 8.401623 -0.0737 0.0619 -0.0124
```
Forces are in eV/Å.

Mulliken atomic charge list, values in e, 2 entries: -0.1559 -0.3897

Record 3
Here is a single C5H6N2O molecule from OMol25. Energies are from the ωB97M-V functional and the def2-TZVPD basis.

As for the SMILES: C#C/C=N/N(C)C=O. As for the HOMO energy: -9.06 eV. As for the multiplicity: 1. As for the LUMO energy: -0.610 eV. The energy relative to the best compared isomer or geometry (same formula, charge and spin) is 127.8 kcal/mol.

XYZ file:
```
14
Properties=species:S:1:pos:R:3:forces:R:3
C 1.887346 1.366070 0.087415 2.0095 0.5993 -1.1811
C 1.298425 -1.094819 -0.211437 2.9510 -2.0226 0.2947
C -1.118249 -0.432619 0.031961 -0.3729 4.2610 0.6720
C -2.560474 -0.273937 0.075703 5.7767 -0.2600 -0.5452
C -3.718006 -0.152303 0.048548 -9.1073 -2.5300 -0.9329
H 1.725925 1.809929 1.045963 0.0559 -0.0097 0.9483
H 1.594300 2.263827 -0.608929 0.6875 -2.1513 0.6831
H 3.031688 1.047845 0.019853 -2.7025 0.6007 -0.1300
H 0.475458 -1.815215 -0.615091 1.6082 1.5723 0.2175
H -0.756742 -1.403084 0.482307 -0.5387 1.6750 -0.4927
H -4.893016 -0.665230 -0.134619 4.1830 2.5052 0.8398
N 0.982639 0.231279 -0.076480 -0.7189 1.2733 -0.9883
N -0.360793 0.702562 -0.254711 -1.0596 -7.0255 1.4955
O 2.411505 -1.584305 0.109514 -2.7719 1.5121 -0.8807
```
Forces are in eV/Å.

natural (NBO) atomic charge list, values in e, 2 entries: -0.4255 0.4858